# C4HMgO4Rb

A structure of composition C4HMgO4Rb at a distorted geometry (ωB97M-V with the def2-TZVPD basis set, the OMol25 dataset).

Values from the calculation:
* 2S+1: 1
* net charge: +2
* gap between HOMO and LUMO (alpha / beta): 4.206 / 4.206 eV

Positions of all 11 atoms, in Å:
1 O -3.132 0.259 -4.110
2 C -3.099 -0.040 -5.200
3 C 0.696 0.978 0.536
4 C 1.310 0.190 -0.312
5 H 1.519 0.021 -1.359
6 Rb -2.833 1.386 -0.810
7 O 2.180 -0.284 0.894
8 C 1.373 -0.707 1.826
9 O 1.674 -1.262 2.888
10 O 0.279 0.032 1.781
11 Mg 0.030 -0.573 3.865

---

# C4HNO

An isolated molecule of C4HNO at a distorted geometry (ωB97M-V with the def2-TZVPD basis set, the OMol25 dataset).

Values from the calculation:
* 2S+1: 1
* gap between HOMO and LUMO: 9.195 eV

Positions of all 7 atoms, in Å:
1 O -0.800 1.031 1.430
2 C 0.194 0.899 0.771
3 C 0.319 -0.143 -0.316
4 C 1.366 -0.344 -1.093
5 C -0.707 -1.084 -0.668
6 N -1.465 -1.882 -1.028
7 H 1.092 1.523 0.904

---

# C4HNO

An isolated molecule of C4HNO at a distorted geometry (ωB97M-V with the def2-TZVPD basis set, the OMol25 dataset).

Values from the calculation:
* 2S+1: 1
* gap between HOMO and LUMO: 9.955 eV

Positions of all 7 atoms, in Å:
1 N 3.426 0.106 0.136
2 C 2.269 0.057 0.208
3 C 0.889 0.067 0.232
4 C -0.313 0.171 0.166
5 C -1.756 -0.037 0.175
6 O -2.173 -0.958 0.836
7 H -2.425 0.594 -0.436

---

ΔE to the lowest compared entry with this formula, charge and spin across the listed records, respectively: 2.807; 2.063; 0.052 eV.